DFT (ωB97M-V with the def2-TZVPD basis set) results for a structure of composition C55H56InN2OP2SSi.

XYZ file:
```
119
C55H56InN2OP2SSi, DFT ωB97M-V with the def2-TZVPD basis set
In -0.6306 0.8120 -0.4565
S -0.6672 -1.3790 1.7228
P -2.2931 -2.4376 -0.5694
P -0.0970 1.5424 2.4123
Si 0.4235 0.8767 -3.7239
O 0.4840 -0.7925 0.8732
N -2.5535 1.9940 -0.2255
N 0.1297 2.8629 -0.3759
C -0.4808 5.0369 -0.6342
C -6.2646 -2.4257 -1.4215
C 2.1332 0.5461 -3.0337
C -3.8843 0.5236 1.8569
C -0.8253 0.2199 -2.4937
C -1.7490 -3.3082 -2.0885
C -0.0500 0.6478 5.0943
C 0.1331 -3.8976 -3.4825
C -6.5933 0.9703 -0.7668
C -0.5678 4.2613 2.7174
C -4.6699 -3.3169 0.6673
C 2.1793 2.8481 3.4413
C -2.8178 3.9384 4.3119
C -0.7062 -4.6303 -4.3108
C -4.0780 -2.7430 -0.4543
C -0.9561 2.9815 3.1102
C 4.4160 2.5064 2.6314
C -4.3380 4.0639 -3.0121
C -2.2661 3.2517 -0.3547
C -0.4538 -2.0232 4.4512
C -0.3409 -1.0679 3.4476
C -4.5511 1.9451 -1.6221
C -0.1255 -0.3031 6.0991
C -2.0604 -4.7113 -4.0230
C -4.7630 0.2764 3.0752
C 3.5365 3.1203 3.5117
C -0.1737 0.2872 3.7567
C 1.6829 1.9671 2.4822
C 0.2517 -5.3155 1.9670
C 0.9119 4.9579 -0.6774
C -6.0510 -3.4434 0.7431
C -5.8963 1.6104 -1.7716
C -0.7330 -5.8483 1.1368
C -1.5308 -3.6309 0.6175
C 0.3245 -3.9492 2.1641
C -4.8906 -2.2743 -1.4877
C 2.5747 1.3467 1.6121
C -0.3414 -1.6338 5.7766
C 3.9330 1.6144 1.6853
C -1.5977 -5.0132 0.4500
C 0.1805 -0.0746 -5.3148
C -4.6050 0.9324 0.5989
C -3.9235 1.6185 -0.4182
C -0.3864 -3.2385 -2.3807
C -3.8599 2.6310 -2.7798
C 1.2389 3.6122 -0.5160
C -6.8480 -3.0117 -0.3057
C -1.2943 5.3684 3.1281
C -0.9389 3.7355 -0.4455
C -2.5806 -4.0617 -2.9116
C -2.4173 5.2104 3.9262
C 0.1493 2.6986 -4.0278
C -0.6054 -3.1312 1.5285
C -5.9431 0.6253 0.4088
C -2.0938 2.8296 3.9040
H -4.1300 4.7041 -2.1534
H -1.8397 0.5607 -2.7187
H -0.8535 0.0028 -5.6557
H -5.4141 -0.5884 2.9421
H -3.3250 -0.3872 1.6312
H -4.0637 2.0441 -3.6797
H -2.7756 2.6236 -2.6527
H -0.4235 -2.3775 6.5570
H -4.1430 0.0793 3.9532
H 1.1917 -3.8366 -3.6978
H -3.1363 1.2824 2.0925
H -4.0556 -3.6758 1.4857
H 2.2168 0.6332 0.8797
H -7.9223 -3.1271 -0.2537
H 4.6134 1.1256 1.0010
H 2.2204 3.1658 -0.5005
H -5.3927 1.1406 3.2930
H -0.9798 6.3565 2.8198
H -6.5015 -3.8977 1.6160
H 3.9062 3.8140 4.2547
H -0.7931 -6.9183 0.9926
H 0.2777 -2.6706 -1.7339
H -1.0949 5.9187 -0.7188
H 0.4062 -1.1332 -5.1722
H 0.5629 3.3207 -3.2330
H -0.6502 -3.0584 4.2186
H -2.9799 6.0757 4.2483
H -3.6376 -4.1404 -2.6957
H 2.3017 -0.5297 -2.9465
H 5.4750 2.7187 2.6874
H 0.0906 1.6889 5.3537
H -6.3945 1.8620 -2.6999
H -2.7164 -5.2856 -4.6628
H 0.9644 -5.9674 2.4536
H -2.4150 1.8440 4.2174
H -3.0751 3.9779 -0.4297
H 0.8215 0.3012 -6.1138
H 0.2999 4.3970 2.0834
H 1.5052 3.3451 4.1273
H -0.0256 -0.0034 7.1332
H 2.9234 0.9578 -3.6626
H -6.4888 0.1099 1.1871
H -6.8831 -2.0711 -2.2347
H -2.2979 -5.4287 -0.2637
H -7.6385 0.7261 -0.8992
H -5.4136 4.0929 -3.1843
H -3.8462 4.4987 -3.8815
H -0.3042 -5.1403 -5.1752
H 0.6113 3.0052 -4.9673
H -3.6926 3.8089 4.9346
H -0.9171 2.9252 -4.0983
H 2.2482 0.9843 -2.0373
H 1.6095 5.7658 -0.8167
H -0.8387 -0.8701 -2.5316
H -4.4452 -1.7955 -2.3531
H 1.0887 -3.5244 2.8007
```

Summary:
**HOMO-LUMO gap**: 7.6 eV
**Net charge**: +1
**DFT total energy**: -105432.5873 eV

These are the Löwdin partial charges, in e, on atoms 1 to 8: number 1, In, carries 0.804; number 2, S, carries 0.938; number 3, P, carries 1.097; number 4, P, carries 1.101; number 5, Si, carries 0.408; number 6, O, carries -0.586; number 7, N, carries 0.014; number 8, N, carries -0.048